Entry 1:
This record from the OMol25 dataset describes one molecule with the formula C21H31N3. The level of theory is the ωB97M-V functional and the def2-TZVPD basis.

XYZ file:
```
55
Properties=species:S:1:pos:R:3
C -2.6906 4.4509 0.8817
N -2.7804 3.1736 0.2088
C -3.7314 2.2706 0.8299
C -3.6520 0.8679 0.2108
C -4.0175 0.8954 -1.2839
N -2.3328 0.3530 0.5097
C -2.0149 -0.9690 0.0174
C -0.5425 -1.2465 0.3396
C -0.1693 -2.7373 0.1202
C -0.3231 -3.1510 -1.3112
C 0.7191 -2.9673 -2.2141
C 0.5651 -3.2936 -3.5506
C -0.6337 -3.8143 -4.0043
C -1.6741 -4.0144 -3.1120
C -1.5194 -3.6841 -1.7782
N 0.2595 -0.3189 -0.4322
C 1.5473 0.0386 0.1260
C 1.3816 1.1767 1.1487
C 2.7136 1.5800 1.7055
C 3.2643 0.8980 2.7838
C 4.5103 1.2412 3.2770
C 5.2265 2.2738 2.6960
C 4.6890 2.9587 1.6197
C 3.4432 2.6116 1.1280
H -2.3179 4.2869 1.8932
H -3.6533 4.9819 0.9520
H -1.9823 5.0836 0.3490
H -3.0411 3.3220 -0.7616
H -3.4588 2.1890 1.8853
H -4.7706 2.6422 0.7724
H -4.3802 0.2291 0.7306
H -4.9271 1.4721 -1.4369
H -4.1904 -0.1120 -1.6542
H -3.2109 1.3398 -1.8630
H -1.6351 1.0087 0.1687
H -2.1626 -1.0857 -1.0689
H -2.6596 -1.6896 0.5315
H -0.3927 -1.0135 1.3980
H 0.8679 -2.8782 0.4343
H -0.8067 -3.3474 0.7614
H 1.6675 -2.5807 -1.8656
H 1.3851 -3.1432 -4.2382
H -0.7552 -4.0700 -5.0466
H -2.6095 -4.4302 -3.4578
H -2.3341 -3.8452 -1.0869
H 0.3410 -0.6488 -1.3873
H 2.1920 0.3902 -0.6837
H 2.0572 -0.8096 0.6124
H 0.9024 2.0183 0.6476
H 0.7222 0.8419 1.9501
H 2.7069 0.0941 3.2443
H 4.9236 0.7037 4.1184
H 6.1984 2.5447 3.0818
H 5.2423 3.7667 1.1629
H 3.0266 3.1504 0.2887
```

Output
max |F|: 0.47 eV/Å
E_tot: -983.06336 a.u.
HOMO level: -8.17 eV
SMILES: CNC[C@@H](C)NC[C@@H](Cc1ccccc1)NCCc1ccccc1
orbital gap: 9.066 eV

Entry 2:
This record from the OMol25 dataset describes a 2-piece molecular cluster, C10H10ClN2O2 overall in a non-equilibrium geometry. The level of theory is the ωB97M-V functional and the def2-TZVPD basis.

XYZ file:
```
25
Properties=species:S:1:pos:R:3
C 3.4494 0.1898 0.4371
C -3.6767 1.6558 -0.7601
C -2.5987 2.1375 -0.0175
C -3.4946 0.5361 -1.5813
C -1.4163 1.5057 0.0537
C -2.2251 0.1103 -1.6828
C 2.7375 -1.8615 1.2967
C 3.9417 -1.0076 0.9327
C 0.4930 -1.3504 1.7853
C 0.0623 -0.0299 -0.9345
N 2.9408 1.1047 0.0442
N -1.1590 0.4785 -0.8786
O 2.4914 -2.9687 0.9336
O 1.7167 -1.0653 1.9538
Cl 0.4739 -1.1290 -2.2582
H -4.6853 2.2066 -0.6338
H -2.7079 3.0403 0.5938
H -4.2315 0.0012 -2.3482
H -0.5351 1.7535 0.6746
H -2.0401 -0.8284 -2.2597
H 4.5531 -1.4857 0.1990
H 4.6739 -0.8480 1.8193
H -0.0179 -0.5425 2.1947
H 0.2797 -2.1704 1.1647
H 0.9748 0.5673 -0.7286
```

Output
charge: +1
max |F|: 5.82 eV/Å
E_tot: -1106.80834 a.u.
HOMO level (alpha / beta): -12.09 / -10.77 eV
orbital gap (alpha / beta): 7.851 / 5.121 eV

Entry 3:
This record from the OMol25 dataset describes C20H52N2O7 as an isolated structure in a non-equilibrium geometry. The level of theory is the ωB97M-V functional and the def2-TZVPD basis.

XYZ file:
```
81
Properties=species:S:1:pos:R:3
C -1.3266 1.8775 3.5007
O -0.1743 1.0668 3.7665
H -1.1317 2.8080 2.9674
H -2.0510 1.3217 2.9053
H -1.7202 2.1381 4.4831
H -0.3334 0.7146 4.6452
C -0.1826 0.7581 1.1633
O 0.6044 1.9739 1.2638
H -0.0047 0.1014 2.0149
H -1.2039 1.1315 1.0875
H 0.1032 0.2735 0.2297
H 0.2941 2.3990 2.0667
C -2.0820 -4.1913 2.3805
C -2.6433 -3.5034 1.1274
C -2.6846 -1.9468 1.1950
C -1.2814 -1.2613 1.0233
C -0.6950 -1.7782 -0.3226
C -0.5279 -3.3254 -0.4143
N -1.9224 -3.8597 -0.1049
O -2.0132 -5.2342 -0.3997
C -0.0771 -3.6375 -1.8812
C 0.6085 -3.8800 0.5586
C -4.1212 -3.9612 0.9891
H -1.2437 -4.8691 2.2193
H -2.8690 -4.6893 2.9470
H -1.6811 -3.3841 2.9936
H -3.3961 -1.3488 0.6256
H -3.1318 -1.6514 2.1441
H -0.7168 -1.7212 1.8343
H -1.4248 -0.1820 1.0746
H 0.2649 -1.2675 -0.3991
H -1.3192 -1.4338 -1.1471
H -0.8027 -4.2934 -2.3621
H 0.2342 -2.7413 -2.4180
H 0.8736 -4.1561 -1.7572
H 0.6106 -4.9700 0.5648
H 1.6218 -3.5726 0.3001
H 0.5534 -3.6697 1.6267
H -4.4887 -3.3544 0.1616
H -4.6443 -3.6425 1.8907
H -4.3031 -5.0132 0.7693
H -2.5419 -5.1849 -1.1995
C 2.9030 2.6272 0.1348
C 2.4709 1.8912 -1.1236
C 1.7470 0.5730 -0.6382
C 0.8884 -0.1441 -1.6605
C 0.0893 0.8434 -2.4880
C 0.8391 2.0404 -3.0895
N 1.6939 2.6696 -2.1144
O 2.2390 3.8888 -2.4146
C 1.6265 1.5797 -4.3669
C -0.3133 3.0606 -3.5315
C 3.7844 1.3348 -1.7568
H 2.1871 3.0473 0.8412
H 3.5626 2.1351 0.8496
H 3.4562 3.5184 -0.1614
H 2.5015 -0.1366 -0.2988
H 1.0890 0.6813 0.2241
H 1.5364 -0.7667 -2.2774
H 0.1723 -0.8313 -1.2099
H -0.7317 1.2179 -1.8766
H -0.2431 0.1279 -3.2400
H 2.0363 0.5944 -4.1447
H 2.4111 2.2418 -4.7331
H 0.8978 1.4881 -5.1724
H -0.7521 3.4935 -2.6325
H -1.0316 2.5081 -4.1371
H 0.2110 3.9097 -3.9699
H 3.6132 0.6804 -2.6115
H 4.5205 2.0456 -2.1324
H 4.2990 0.8206 -0.9450
H 1.9131 4.6058 -1.8656
O 0.0645 3.5099 2.0162
H 0.3910 3.2871 2.8879
H 0.4310 4.3758 1.8367
O 0.8048 3.1354 3.7637
H 0.5766 2.2069 3.7174
H 0.6684 3.3706 4.6814
O -0.0404 3.5143 -0.2357
H 0.2188 2.8328 -0.8558
H 0.2394 3.1818 0.6171
```

Output
max |F|: 16.88 eV/Å
E_tot: -1428.57903 a.u.
HOMO level: -7.13 eV
orbital gap: 6.759 eV

Energy above the lowest of the compared OMol25 structures with the same formula, charge and spin list, top to bottom, in kcal/mol: 1.5 83.4 445.5